Record 1
{"formula": "C5H9NO", "method": "ωB97M-V with the def2-TZVPD basis set", "elements": ["O", "N", "C", "C", "C", "C", "C", "H", "H", "H", "H", "H", "H", "H", "H", "H"], "coordinates": [[-0.091330, 0.875444, 2.007938], [-1.032711, -0.177234, 0.129617], [2.374574, -0.147366, 0.142851], [-0.128059, -0.537550, -0.962868], [0.973027, 0.298192, -0.231476], [-0.063717, 0.426860, 0.886936], [-2.450800, 0.056986, 0.211491], [2.999064, -0.370899, -0.728060], [2.377971, -1.016242, 0.806548], [-3.038155, -0.859901, 0.330282], [0.051160, -1.617487, -1.015473], [2.844539, 0.678737, 0.689482], [-2.598040, 0.689445, 1.093180], [-0.438034, -0.171068, -1.950307], [1.026936, 1.270765, -0.735376], [-2.806418, 0.601314, -0.674760]], "forces_ev_per_angstrom": [[0.02, 0.04, -0.35], [0.05, 0.12, 0.21], [0.03, -0.07, -0.02], [0.02, -0.09, -0.14], [0.13, 0.08, 0.02], [-0.06, 0.16, 0.16], [-0.13, -0.02, 0.02], [-0.15, 0.04, 0.08], [-0.09, 0.03, -0.12], [0.12, 0.10, -0.04], [0.06, 0.15, -0.01], [-0.02, -0.20, -0.08], [-0.10, -0.15, -0.14], [0.10, 0.01, 0.18], [-0.03, -0.07, 0.09], [0.05, -0.13, 0.14]], "charge": 0, "e_homo_ev": -9.26, "smiles": "C[C@H]1CN(C)C1=O", "e_above_lowest_ev": 1.093, "fmax_ha_per_bohr": 0.0068}

=====

Record 2
{"formula": "C22H34IrN2O3P2", "method": "ωB97M-V with the def2-TZVPD basis set", "elements": ["Ir", "P", "P", "O", "O", "O", "N", "N", "C", "C", "C", "C", "C", "C", "C", "C", "C", "C", "C", "C", "C", "C", "C", "C", "C", "C", "C", "C", "C", "C", "H", "H", "H", "H", "H", "H", "H", "H", "H", "H", "H", "H", "H", "H", "H", "H", "H", "H", "H", "H", "H", "H", "H", "H", "H", "H", "H", "H", "H", "H", "H", "H", "H", "H"], "coordinates": [[-0.129550, -0.088037, -0.164323], [0.350232, -1.835252, 1.233808], [0.061887, 1.739352, -1.566174], [-0.582679, -0.969963, -1.959612], [3.412202, 0.012966, 2.383770], [2.878043, 2.234713, 1.032539], [1.792130, -0.541229, -0.975480], [-1.567768, -1.793376, -2.338236], [2.254786, 0.121646, -2.045452], [0.302513, -1.621832, 3.032878], [-3.431721, 1.751673, 1.967060], [-4.287351, -0.216733, 0.855502], [-2.080905, -3.922331, -3.258187], [-3.347355, -3.466325, -3.625742], [-3.704193, -2.159075, -3.312179], [-0.611696, -3.331686, 0.911121], [-2.991639, -0.566130, 0.459174], [1.378743, 1.149248, -2.721471], [4.332278, -1.091851, -1.940707], [2.062386, -2.110023, 0.823198], [0.599705, 3.337357, -0.976485], [-1.945618, 0.318151, 0.693173], [-1.222507, -3.082140, -2.587952], [-4.504657, 0.924575, 1.630758], [-2.151149, 1.463359, 1.476438], [-1.373038, 2.008562, -2.617470], [3.535580, -0.120139, -2.538725], [-2.807274, -1.330049, -2.658422], [2.550188, -1.514691, -0.357779], [3.839062, -1.795616, -0.861620], [-0.230536, -3.389742, -2.269356], [3.130623, 1.417374, 1.551104], [0.745277, 3.984399, -1.848587], [-1.654498, -3.160050, 1.209064], [4.329274, -0.143508, 2.683430], [-2.788182, -1.516434, -0.040307], [1.524831, 3.232234, -0.402510], [-5.130475, -0.847929, 0.564517], [5.332853, -1.272514, -2.316280], [1.986258, 2.003067, -3.050391], [-1.729598, -4.933107, -3.462029], [-5.506209, 1.167361, 1.981954], [0.887919, 0.715208, -3.609901], [-4.047951, -4.102629, -4.136211], [-0.166276, -4.127576, 1.524307], [-4.699756, -1.776761, -3.539545], [0.302311, 0.608603, 1.318451], [2.636132, -2.929801, 1.264147], [4.412241, -2.551743, -0.328702], [2.751993, 2.939544, 1.687401], [-3.095703, -0.324971, -2.360845], [-1.126043, 2.785587, -3.352972], [-3.586590, 2.626138, 2.605208], [-0.575590, -3.617733, -0.148084], [3.090614, -0.866757, 2.070859], [1.017600, -0.847978, 3.346897], [-0.198126, 3.734094, -0.343055], [-2.194578, 2.346452, -1.975648], [3.873606, 0.494543, -3.369362], [-0.717716, -1.342609, 3.328709], [-1.302024, 2.104516, 1.710441], [0.741180, 1.089013, 0.708405], [-1.665174, 1.085399, -3.131096], [0.579907, -2.587428, 3.482511]], "forces_ev_per_angstrom": [[0.60, 1.85, 1.40], [-0.25, -0.44, -0.68], [-0.05, -1.03, -1.37], [0.22, 0.48, -0.29], [0.63, -0.94, 0.57], [-0.05, -0.20, 0.61], [-1.50, -0.68, 1.78], [0.05, 0.09, 1.04], [0.67, 1.11, -1.50], [-0.11, -0.13, 0.06], [-0.36, 1.36, 1.07], [-2.03, -0.44, -0.24], [1.12, 0.21, 0.69], [-0.68, -0.63, -0.59], [0.51, 1.18, 0.73], [0.26, -0.55, 0.44], [-0.09, -1.50, -0.29], [-0.01, -0.08, 0.20], [1.46, 1.45, -2.55], [-0.13, -0.58, -0.58], [-0.16, 0.33, 0.08], [1.83, -0.27, -0.96], [0.18, -1.82, -0.72], [0.13, -0.46, -0.32], [0.96, 0.79, 0.36], [-0.18, 0.54, -0.14], [0.15, -0.43, 0.60], [-2.04, 0.26, -0.93], [1.31, 0.01, -0.20], [-1.57, -1.34, 2.48], [-0.16, 0.25, -0.14], [-0.23, 0.81, -0.56], [0.02, 0.03, 0.22], [0.27, -0.04, -0.06], [-0.64, 0.16, -0.24], [-0.20, 0.37, 0.11], [-0.14, -0.01, -0.15], [0.23, 0.24, 0.15], [-0.11, 0.00, 0.05], [-0.13, -0.13, -0.03], [-0.21, 0.22, 0.04], [0.15, -0.10, -0.03], [-0.05, 0.17, 0.30], [-0.05, -0.17, -0.10], [-0.32, -0.10, -0.19], [0.32, -0.04, 0.07], [-0.08, 0.10, 0.02], [-0.11, 0.20, -0.06], [-0.01, 0.13, -0.23], [0.13, -0.37, -0.20], [0.36, -0.29, 0.07], [-0.22, -0.13, 0.06], [-0.03, -0.30, -0.28], [0.01, 0.21, 0.34], [0.20, 0.73, -0.08], [-0.27, -0.20, -0.09], [0.14, 0.13, 0.00], [0.03, -0.01, -0.19], [0.12, -0.25, 0.08], [0.27, -0.07, 0.03], [-0.26, -0.01, -0.05], [-0.07, -0.23, 0.09], [0.25, 0.23, 0.22], [-0.11, 0.33, 0.05]], "charge": 0, "e_homo_ev": [-3.61, -8.13], "spin_multiplicity": 6, "fmax_ha_per_bohr": 0.0638}

=====

Record 3
{"formula": "C27H18Br4IN4O2PdSe", "method": "ωB97M-V with the def2-TZVPD basis set", "elements": ["I", "Pd", "Br", "Br", "Br", "Br", "Se", "O", "O", "N", "N", "N", "N", "C", "C", "C", "C", "C", "C", "C", "C", "C", "C", "C", "C", "C", "C", "C", "C", "C", "C", "C", "C", "C", "C", "C", "C", "C", "C", "C", "H", "H", "H", "H", "H", "H", "H", "H", "H", "H", "H", "H", "H", "H", "H", "H", "H", "H"], "coordinates": [[-0.947595, -7.062132, -1.010459], [-0.979266, -0.610456, -0.647146], [4.262341, -1.499278, -0.443692], [3.292892, -0.208165, 5.031898], [5.404747, -1.003272, 2.639087], [0.044432, 0.057935, 4.349099], [-0.678594, 1.655560, -1.720855], [-0.441359, -0.459532, 1.454987], [1.328437, -0.890016, -0.547257], [1.614934, 2.225638, -0.141035], [2.187711, 1.618184, -2.143436], [-0.979291, -3.295276, 0.833342], [-0.844861, -2.865774, -0.428632], [-5.834315, -0.276411, -0.930110], [2.135904, 1.114346, -3.504685], [3.135031, -1.012960, 0.969416], [5.641783, 2.072302, -0.860212], [4.698225, 1.788551, -1.829486], [-3.841959, 2.595225, 1.392259], [3.368105, 1.864800, -1.441704], [1.313833, -0.364106, 3.028984], [5.273125, 2.419484, 0.445947], [-3.139972, 1.504062, 0.892409], [-5.162528, 0.716753, -0.187226], [0.809250, -0.548411, 1.717017], [-3.062021, -0.572742, -0.437172], [-5.185401, 2.773975, 1.084768], [2.657891, -0.485192, 3.293756], [1.143307, 1.829825, -1.336979], [-0.823401, -3.954266, -1.182220], [-3.776746, 0.552482, 0.088347], [3.003154, 2.235513, -0.152849], [-1.035110, -4.635584, 0.905919], [1.750714, -0.830500, 0.631441], [-3.826757, -1.586339, -1.068342], [-5.843850, 1.843766, 0.298558], [-0.938449, -5.103740, -0.385389], [3.579903, -0.827833, 2.247277], [-5.167437, -1.423992, -1.355869], [3.946836, 2.514113, 0.825204], [-2.098263, 1.362162, 1.142675], [6.046111, 2.622097, 1.174750], [-1.027120, -2.609836, 1.573963], [2.826150, 0.277367, -3.594291], [-0.710567, -3.881956, -2.251676], [2.409456, 1.900011, -4.207177], [-6.891179, -0.155985, -1.135874], [-3.334787, 3.313824, 2.022490], [-1.131564, -5.154244, 1.844648], [4.985348, 1.510858, -2.834465], [-6.890370, 1.977260, 0.053253], [1.124797, 0.775993, -3.709458], [1.010269, 2.442002, 0.634062], [-3.329698, -2.500756, -1.373159], [3.662452, 2.788102, 1.833230], [-5.717742, 3.636541, 1.462160], [-5.708959, -2.188158, -1.897851], [6.691996, 2.018199, -1.112245]], "forces_ev_per_angstrom": [[0.00, -0.01, 0.00], [0.24, -0.31, -0.10], [0.01, -0.03, -0.02], [0.00, 0.00, 0.00], [0.00, 0.00, 0.01], [0.00, 0.00, 0.01], [-0.09, 0.18, -0.07], [0.14, 0.00, 0.03], [-0.05, -0.02, -0.07], [-0.03, -0.06, 0.00], [0.02, 0.00, 0.02], [-0.01, -0.06, 0.00], [-0.19, 0.02, 0.20], [-0.01, 0.03, 0.00], [0.00, 0.00, 0.01], [0.00, 0.00, 0.02], [0.00, 0.00, -0.03], [0.00, 0.02, 0.00], [0.00, 0.02, 0.02], [0.01, 0.02, 0.00], [0.03, 0.00, 0.00], [-0.01, 0.00, 0.02], [-0.04, -0.02, -0.04], [-0.01, 0.00, 0.03], [-0.08, 0.05, -0.03], [-0.05, 0.14, -0.03], [0.01, 0.02, 0.00], [-0.02, 0.01, 0.00], [-0.02, 0.07, 0.04], [0.08, 0.01, -0.03], [0.00, -0.03, 0.07], [0.03, 0.01, -0.02], [0.00, -0.03, 0.00], [0.02, -0.01, 0.04], [0.00, 0.00, -0.10], [-0.01, -0.02, -0.01], [0.01, 0.01, 0.01], [0.01, -0.01, -0.01], [0.02, -0.04, 0.01], [0.00, 0.01, 0.01], [0.03, -0.02, 0.00], [-0.01, 0.00, 0.00], [0.00, 0.03, 0.01], [-0.01, -0.01, 0.01], [-0.01, 0.00, 0.00], [0.01, 0.00, 0.00], [0.00, 0.01, 0.00], [-0.01, 0.00, -0.01], [0.00, 0.00, -0.01], [0.00, 0.00, 0.01], [0.00, 0.00, 0.01], [0.00, 0.01, 0.00], [0.00, 0.01, 0.00], [-0.03, 0.02, 0.00], [0.00, -0.01, -0.02], [0.00, -0.01, 0.00], [0.01, 0.00, 0.00], [-0.01, 0.00, 0.00]], "charge": 1, "e_homo_ev": [-9.96, -10.85], "spin_multiplicity": 5, "fmax_ha_per_bohr": 0.0079}

=====

Look up the charge of the first one.
0